Density functional theory data (ωB97M-V/def2-TZVPD) for the molecule C6H8Si.

Structure (XYZ):
```
15
C6H8Si ωB97M-V/def2-TZVPD
H -0.709 -2.451 -1.028
H -3.325 -0.451 -0.308
C -1.323 0.145 0.021
C 0.936 1.143 0.201
Si -0.589 -1.588 0.142
C 2.848 -0.444 -0.180
H -3.033 1.350 -0.325
H 3.629 0.292 -0.355
C -2.623 0.359 -0.206
H -0.855 2.238 0.285
H -0.857 -2.293 1.395
H 3.167 -1.472 -0.246
H 1.544 2.028 0.373
C 1.594 -0.113 0.050
C -0.405 1.259 0.182
```

E_tot, eV: -14225.3405
Largest force on an atom, eV Å⁻¹: 3.9
Orbital gap, eV: 8.31
Highest occupied orbital energy, eV: -8.10

Löwdin population analysis, charges in e, atoms 1 to 5: atom 1 (H): -0.092, atom 2 (H): 0.045, atom 3 (C): -0.475, atom 4 (C): -0.173, atom 5 (Si): 0.869